Density functional theory data (the ωB97M-V functional and the def2-TZVPD basis) for one molecule with the formula C5H10F2N2 at a distorted geometry.

Results
Highest occupied orbital energy (spin up / spin down), eV: -7.354 / -8.086

Structure (XYZ):
```
19
Properties=species:S:1:pos:R:3:lowdin_charge:R:1
C -0.66 1.57 0.47 -0.183
C 0.32 1.04 -0.62 -0.260
C -2.20 -0.19 0.00 -0.347
C 2.22 -1.38 -0.03 -0.071
C 0.67 -1.22 0.27 -0.317
N -2.00 1.17 0.22 0.052
N 0.24 -0.33 -0.71 -0.055
F -2.14 -1.00 1.06 0.111
F -3.00 -0.73 -0.95 0.116
H -0.33 1.16 1.31 0.068
H -0.70 2.61 0.58 0.109
H 0.16 1.48 -1.60 0.109
H 1.25 1.41 -0.19 0.119
H 2.62 -2.41 -0.13 0.064
H 2.49 -0.83 -1.04 0.107
H 2.75 -0.88 0.75 0.035
H 0.35 -2.15 -0.01 0.064
H 0.28 -0.98 1.27 0.107
H -2.32 1.66 -0.66 0.174
```



Density functional theory data (the ωB97M-V functional and the def2-TZVPD basis) for C25H43Cl2F3N3O6RuSi as an isolated structure at a distorted geometry.

Results
2S+1: 6
Expectation value of S²: 8.766
Highest occupied orbital energy (spin up / spin down), eV: -5.371 / -6.460

Structure (XYZ):
```
84
Properties=species:S:1:pos:R:3:lowdin_charge:R:1
C 3.10 -0.47 -4.65 -0.043
C 3.17 0.44 -3.46 -0.229
H 2.57 0.01 -5.48 0.097
H 2.57 -1.40 -4.41 0.071
H 4.12 -0.71 -5.01 0.091
C 3.82 1.61 -3.47 -0.094
C 4.58 2.08 -4.66 -0.095
H 3.78 2.25 -2.58 0.104
H 3.93 2.17 -5.56 0.088
H 5.39 1.38 -4.92 0.085
H 5.01 3.07 -4.46 0.071
Ru -2.28 -0.31 0.95 0.853
Cl -4.30 -0.91 0.17 -0.057
C 0.70 0.17 2.27 -0.281
O -0.22 0.63 1.55 -0.172
N 0.97 0.71 3.46 -0.158
C 0.30 1.94 3.86 -0.022
C 2.12 0.24 4.22 -0.032
H 1.35 -0.66 1.95 0.131
H -0.78 1.83 3.71 0.097
H 0.67 2.80 3.27 0.091
H 0.52 2.12 4.93 0.088
H 2.16 -0.86 4.14 0.091
H 2.00 0.54 5.26 0.089
H 3.05 0.66 3.81 0.068
H -5.19 -1.78 5.67 0.085
H -5.21 -3.80 4.97 0.085
C -4.52 -1.33 4.92 -0.028
C -4.76 -3.65 3.99 -0.042
N -4.13 -2.35 3.96 -0.174
H -3.62 -0.93 5.42 0.092
C -3.40 -2.02 2.89 -0.338
O -2.77 -0.93 2.85 -0.207
H -3.97 -4.39 3.81 0.093
H -3.44 -2.72 2.05 0.107
H -5.04 -0.48 4.43 0.103
H -5.49 -3.77 3.18 0.099
H -1.16 1.93 -2.56 0.059
H 0.33 4.00 -1.81 0.080
C -1.90 2.62 -2.10 -0.073
C -0.40 4.24 -1.02 -0.050
N -1.35 3.14 -0.85 -0.165
H -2.83 2.09 -1.88 0.076
C -1.64 2.61 0.35 -0.317
O -2.57 1.80 0.56 -0.215
H 0.13 4.42 -0.07 0.084
H -0.95 2.93 1.16 0.131
H -2.07 3.44 -2.81 0.095
H -0.94 5.15 -1.33 0.096
O 1.06 0.15 -2.77 -0.020
C 2.29 0.06 -2.28 -0.380
C 2.40 2.11 -0.68 -0.056
C 2.65 0.77 -0.93 -0.155
H 1.91 2.72 -1.45 0.099
C 2.84 2.69 0.52 -0.076
H 2.56 -1.01 -2.09 0.158
C 3.40 0.03 -0.02 -0.033
H 2.61 3.74 0.72 0.102
C 3.59 1.94 1.43 -0.106
C 3.91 0.61 1.14 -0.088
H 3.62 -1.02 -0.26 0.124
H 3.94 2.39 2.37 0.104
H 4.57 0.02 1.78 0.112
Si -1.50 -1.38 -2.75 0.404
Cl -1.08 -0.10 -0.91 0.504
C -3.12 -0.64 -3.37 -0.202
C -2.00 -2.99 -1.93 -0.219
C -0.19 -1.78 -3.99 -0.205
H -3.28 0.41 -3.08 0.002
H -3.96 -1.22 -2.96 0.024
H -3.18 -0.71 -4.47 0.031
H 0.19 -0.91 -4.53 0.025
H -0.60 -2.49 -4.72 0.052
H 0.62 -2.29 -3.45 0.042
H -1.14 -3.47 -1.47 0.028
H -2.42 -3.68 -2.68 0.041
H -2.77 -2.80 -1.17 -0.014
F 1.82 -3.14 2.48 0.103
C 0.46 -3.24 2.40 -0.480
F 0.17 -4.57 2.33 0.123
F -0.05 -2.79 3.59 0.114
C -0.08 -2.47 1.13 -0.588
O 0.73 -2.25 0.23 0.012
O -1.33 -2.22 1.16 -0.191
```



Density functional theory data (the ωB97M-V functional and the def2-TZVPD basis) for one molecule with the formula C13H18BCl4NO at a distorted geometry.

Results
Highest occupied orbital energy, eV: -9.159

Structure (XYZ):
```
38
Properties=species:S:1:pos:R:3:lowdin_charge:R:1
Cl 3.31 2.09 -2.63 0.479
B 2.28 0.55 -2.39 -1.836
Cl 1.11 0.20 -3.83 0.522
Cl 3.42 -0.99 -2.19 0.445
O 1.52 0.80 -1.20 -0.179
C 0.63 -0.14 -0.73 -0.330
C -0.80 0.20 -1.28 -0.171
C -1.59 -0.88 -1.66 -0.051
C -2.66 -0.73 -2.55 -0.087
C -3.02 0.54 -2.97 -0.672
Cl -4.32 0.74 -4.08 0.688
C -2.24 1.64 -2.61 -0.083
C -1.16 1.48 -1.74 -0.036
H 0.84 -1.15 -1.15 0.143
H -1.29 -1.88 -1.38 0.110
H -3.20 -1.59 -2.92 0.106
H -2.47 2.61 -3.03 0.109
H -0.52 2.32 -1.53 0.126
C 2.39 -0.42 1.00 0.021
N 0.88 -0.20 0.74 -0.156
C 0.51 1.13 1.48 -0.046
C 0.11 0.91 2.94 -0.168
C -0.86 -0.25 3.16 -0.189
C -0.25 -1.55 2.64 -0.161
C 0.22 -1.48 1.19 -0.107
H 2.77 -1.19 0.33 0.062
H 2.94 0.50 0.78 0.112
H 2.55 -0.69 2.05 0.112
H 1.41 1.75 1.44 0.134
H -0.27 1.62 0.89 0.126
H 1.02 0.74 3.52 0.119
H -0.34 1.84 3.32 0.126
H -1.04 -0.37 4.24 0.116
H -1.84 -0.05 2.71 0.124
H 0.61 -1.85 3.26 0.119
H -0.99 -2.36 2.69 0.126
H -0.62 -1.62 0.51 0.105
H 0.96 -2.26 0.98 0.143
```



Density functional theory data (the ωB97M-V functional and the def2-TZVPD basis) for C20H24N6O4Re as an isolated structure.

Results
2S+1: 2
Total charge: +2
Expectation value of S²: 0.753
Highest occupied orbital energy (spin up / spin down), eV: -14.332 / -14.215

Structure (XYZ):
```
55
Properties=species:S:1:pos:R:3:lowdin_charge:R:1
Re -1.25 0.32 -0.88 1.697
O -2.64 0.32 -2.09 -0.235
C -3.40 -0.72 -2.60 -0.253
C -4.10 -0.47 -3.76 0.014
C -4.89 -1.47 -4.31 -0.015
C -5.01 -2.71 -3.69 -0.034
C -4.32 -2.95 -2.52 0.000
C -3.49 -1.97 -1.95 -0.137
C -2.82 -2.27 -0.72 0.005
N -1.93 -1.49 -0.20 -0.140
N -1.47 -1.83 1.08 0.131
C -0.92 -0.81 1.63 -0.374
O -0.89 0.40 0.99 -0.230
C -0.25 -0.87 2.93 -0.191
C 0.17 -2.11 3.43 -0.035
C 0.84 -2.17 4.64 -0.046
C 1.08 -1.01 5.36 -0.046
C 0.64 0.22 4.88 -0.065
C -0.02 0.29 3.66 -0.044
H -4.02 0.50 -4.23 0.131
H -5.43 -1.27 -5.22 0.127
H -5.64 -3.48 -4.11 0.124
H -4.41 -3.90 -2.02 0.129
H -3.08 -3.17 -0.18 0.155
H -0.05 -3.01 2.87 0.121
H 1.17 -3.13 5.03 0.120
H 1.60 -1.06 6.31 0.121
H 0.80 1.12 5.46 0.119
H -0.37 1.24 3.28 0.121
N -0.42 2.29 -1.34 -0.022
C 0.80 2.16 -2.20 -0.242
C 1.92 3.12 -1.79 -0.118
C 2.51 2.96 -0.38 -0.148
C 3.69 1.99 -0.21 -0.131
N 3.33 0.58 -0.13 0.098
C 2.85 -0.04 0.94 -0.419
N 2.42 -1.30 0.83 0.236
N 2.75 0.59 2.11 0.246
C 1.25 0.71 -2.24 -0.520
O 2.30 0.38 -2.70 0.140
O 0.41 -0.20 -1.71 -0.181
H -1.09 2.91 -1.78 0.132
H -0.17 2.74 -0.46 0.104
H 0.50 2.40 -3.22 0.174
H 1.53 4.13 -1.89 0.131
H 2.72 3.03 -2.54 0.135
H 1.74 2.70 0.36 0.105
H 2.87 3.94 -0.08 0.128
H 4.27 2.27 0.67 0.124
H 4.38 2.09 -1.05 0.142
H 3.41 0.04 -0.99 0.135
H 2.43 -1.78 -0.06 0.138
H 2.11 -1.82 1.64 0.114
H 3.23 1.45 2.27 0.127
H 2.34 0.12 2.90 0.101
```



Density functional theory data (the ωB97M-V functional and the def2-TZVPD basis) for C7H22ClI2OP2Y as an isolated structure at a distorted geometry.

Results
Total charge: +2
Highest occupied orbital energy, eV: -14.781

Structure (XYZ):
```
36
Properties=species:S:1:pos:R:3:lowdin_charge:R:1
I -0.06 4.80 -1.74 0.205
I -0.30 3.75 -4.25 0.104
Y -0.03 -0.31 -0.25 1.109
P 2.78 -0.68 -0.37 0.664
C 3.77 0.64 -1.17 -0.271
C 3.59 -0.79 1.26 -0.265
H 4.67 -0.94 1.18 0.073
H 4.52 -2.29 -1.11 0.074
H 3.14 -1.62 1.80 0.039
H 2.95 -3.05 -0.69 0.042
H 3.54 1.58 -0.65 0.040
H 3.40 0.13 1.81 0.045
C 3.43 -2.20 -1.18 -0.259
H 4.85 0.45 -1.12 0.071
H 3.12 -2.18 -2.23 0.050
H 3.44 0.71 -2.21 0.045
P -2.72 -0.62 0.15 0.656
C -3.79 0.73 -0.44 -0.253
C -3.50 -2.12 -0.51 -0.254
H -2.62 -1.53 2.37 0.045
H -4.26 -0.89 2.03 0.075
H -2.89 0.22 2.37 0.044
C -3.18 -0.72 1.91 -0.249
H -2.94 -2.97 -0.11 0.047
H -4.56 -2.16 -0.22 0.074
H -4.84 0.56 -0.18 0.073
H -3.66 0.80 -1.53 0.052
H -3.39 -2.08 -1.60 0.053
H -3.41 1.65 0.02 0.038
Cl 0.15 -2.47 0.98 -0.013
C -0.27 2.51 0.65 -0.180
O -0.17 1.22 1.33 -0.280
H -0.37 2.40 -0.44 -0.038
H 0.63 3.07 0.85 0.080
H -1.12 3.07 1.02 0.101
H 0.10 1.36 2.26 0.162
```



Density functional theory data (the ωB97M-V functional and the def2-TZVPD basis) for C38H40AgAsN3O8P3 as an isolated structure at a distorted geometry.

Results
Total charge: -2
Highest occupied orbital energy, eV: 0.722

Structure (XYZ):
```
94
Properties=species:S:1:pos:R:3:lowdin_charge:R:1
Ag 0.19 -0.22 2.31 0.665
C 2.23 -0.29 7.06 -0.094
C 0.80 -0.32 6.53 -0.579
O -0.07 -0.41 7.66 -0.081
P 0.39 1.25 5.63 0.536
O -1.00 1.69 6.34 -0.145
O 1.49 2.28 6.23 -0.150
O 0.30 1.40 4.18 -0.319
P 0.62 -1.89 5.51 0.306
O -1.07 -1.80 5.54 -0.208
O 1.04 -3.01 6.38 -0.343
O 1.10 -1.73 4.12 -0.355
H 2.37 0.55 7.74 0.068
H 2.94 -0.20 6.24 0.094
H 2.39 -1.23 7.59 0.073
H -0.85 -0.90 7.36 0.062
H -1.45 2.28 5.72 0.067
H 1.59 3.00 5.59 0.075
H -1.41 -2.56 5.05 0.042
N -3.36 -1.12 1.81 0.112
C -3.16 0.27 1.92 -0.298
C -4.33 1.04 1.84 -0.040
C -4.24 2.41 1.93 -0.094
C -2.99 2.99 2.12 -0.076
C -1.89 2.15 2.21 -0.137
N -1.97 0.82 2.11 0.092
C -2.52 -2.25 1.88 -0.304
C -3.20 -3.47 1.76 -0.042
C -2.48 -4.64 1.81 -0.096
C -1.10 -4.57 2.01 -0.070
C -0.53 -3.32 2.14 -0.134
N -1.22 -2.18 2.06 0.086
H -4.08 -1.29 1.12 0.117
H -5.29 0.55 1.71 0.098
H -5.13 3.02 1.86 0.094
H -2.86 4.06 2.19 0.096
H -0.89 2.53 2.35 0.096
H -4.28 -3.48 1.64 0.098
H -2.98 -5.60 1.72 0.095
H -0.48 -5.46 2.08 0.097
H 0.53 -3.20 2.34 0.090
C -0.04 -0.06 -2.44 -0.425
C 0.03 -1.50 -2.91 -0.469
As 0.12 -1.84 -4.85 1.263
C 1.65 -0.69 -5.20 -0.416
C 1.58 0.69 -5.41 -0.124
C 2.74 1.43 -5.59 -0.091
C 3.98 0.81 -5.55 -0.105
C 4.06 -0.55 -5.34 -0.104
C 2.90 -1.30 -5.18 -0.135
C -1.34 -0.71 -5.50 -0.424
C -2.49 -0.53 -4.74 -0.122
C -3.55 0.22 -5.24 -0.096
C -3.48 0.79 -6.50 -0.114
C -2.34 0.60 -7.27 -0.106
C -1.28 -0.15 -6.77 -0.143
P 0.16 -0.05 -0.52 1.015
C 0.21 1.78 -0.37 -0.403
C 1.22 2.41 0.36 -0.116
C 1.17 3.80 0.50 -0.102
C 0.15 4.55 -0.07 -0.143
C -0.86 3.92 -0.77 -0.144
C -0.83 2.53 -0.91 -0.144
C 1.92 -0.55 -0.57 -0.435
C 2.83 0.05 -1.44 -0.123
C 4.14 -0.39 -1.55 -0.130
C 4.57 -1.47 -0.80 -0.139
C 3.67 -2.10 0.07 -0.113
C 2.38 -1.64 0.19 -0.159
H -0.99 0.41 -2.70 0.037
H 0.76 0.53 -2.90 0.043
H -0.81 -2.09 -2.51 0.049
H 0.94 -1.97 -2.53 0.052
H 0.63 1.19 -5.40 0.098
H 2.67 2.51 -5.73 0.097
H 4.89 1.40 -5.68 0.094
H 5.03 -1.04 -5.30 0.097
H 2.98 -2.36 -5.00 0.089
H -2.56 -0.96 -3.75 0.094
H -4.44 0.37 -4.63 0.097
H -4.30 1.38 -6.88 0.090
H -2.27 1.04 -8.26 0.093
H -0.40 -0.29 -7.39 0.096
H 1.92 1.75 0.91 0.018
H 1.94 4.29 1.09 0.088
H 0.13 5.63 0.06 0.076
H -1.68 4.48 -1.20 0.080
H -1.64 2.04 -1.44 0.084
H 2.52 0.91 -2.04 0.092
H 4.83 0.11 -2.22 0.078
H 5.60 -1.82 -0.87 0.074
H 3.99 -2.93 0.69 0.087
H 1.70 -2.11 0.88 0.055
O 2.13 0.33 1.76 -0.711
```



Density functional theory data (the ωB97M-V functional and the def2-TZVPD basis) for C12H44AlN20O12 as an isolated structure at a distorted geometry.

Results
Total charge: +1
Highest occupied orbital energy, eV: -11.915

Structure (XYZ):
```
89
Properties=species:S:1:pos:R:3:lowdin_charge:R:1
Al 18.08 26.50 9.18 1.324
O 20.76 25.46 8.39 -0.170
C 20.61 24.64 7.34 -0.284
C 19.45 23.53 7.44 -0.268
O 18.20 23.91 7.81 -0.169
H 21.57 24.17 7.08 0.109
H 20.39 25.31 6.50 0.110
H 19.80 22.78 8.15 0.096
H 19.38 23.07 6.45 0.103
C 17.84 21.19 4.08 -0.682
O 17.41 20.67 3.07 0.050
N 18.71 20.65 4.94 0.170
N 17.32 22.40 4.53 0.149
H 19.07 19.75 4.66 0.125
H 19.33 21.23 5.47 0.069
H 16.79 23.07 4.00 0.099
H 17.58 22.54 5.49 0.029
C 21.49 23.90 1.99 -0.681
O 22.31 23.15 2.50 0.023
N 20.65 24.72 2.68 0.145
N 21.18 23.86 0.65 0.150
H 20.73 24.84 3.67 0.082
H 19.90 25.11 2.14 0.089
H 21.42 23.06 0.10 0.111
H 20.34 24.37 0.45 0.083
C 14.92 25.55 6.79 -0.670
O 15.55 26.51 7.23 -0.031
N 15.46 24.32 6.57 0.171
N 13.62 25.69 6.43 0.167
H 16.40 24.11 6.87 0.042
H 14.95 23.62 6.08 0.098
H 13.21 26.60 6.56 0.113
H 13.01 24.93 6.22 0.104
C 22.48 20.35 7.39 -0.682
O 23.21 19.41 7.14 0.076
N 21.68 20.39 8.50 0.145
N 22.52 21.57 6.78 0.158
H 21.21 21.20 8.86 0.050
H 21.71 19.50 8.97 0.113
H 22.27 22.40 7.29 0.049
H 23.03 21.64 5.92 0.116
C 21.18 27.78 11.16 -0.635
O 20.07 27.44 10.77 -0.063
N 21.39 28.84 11.98 0.170
N 22.35 27.30 10.67 0.180
H 22.33 29.06 12.26 0.104
H 20.64 29.16 12.57 0.113
H 23.13 27.93 10.54 0.107
H 22.31 26.55 10.00 0.043
C 20.45 28.58 6.65 -0.648
O 19.75 28.40 7.64 -0.038
N 20.36 29.78 5.99 0.174
N 21.32 27.69 6.12 0.170
H 19.79 30.38 6.56 0.119
H 21.02 30.00 5.27 0.107
H 21.38 26.78 6.53 0.042
H 22.09 27.95 5.53 0.116
C 24.63 26.35 8.37 -0.675
O 25.83 26.38 8.54 0.067
N 23.88 27.39 7.87 0.158
N 23.87 25.27 8.76 0.148
H 24.43 28.14 7.49 0.115
H 22.90 27.23 7.81 0.047
H 24.43 24.44 8.75 0.112
H 22.88 25.21 8.53 0.030
C 15.16 23.96 10.09 -0.667
O 15.87 24.93 10.38 -0.048
N 13.84 23.89 10.41 0.173
N 15.67 22.88 9.50 0.175
H 13.47 22.98 10.62 0.107
H 13.36 24.76 10.54 0.114
H 16.58 22.90 9.08 0.063
H 15.10 22.05 9.40 0.095
C 16.86 19.84 8.01 -0.679
O 16.59 18.69 8.27 0.062
N 16.00 20.73 7.44 0.154
N 18.13 20.34 8.04 0.157
H 16.32 21.61 7.07 0.051
H 15.09 20.36 7.20 0.119
H 18.88 19.73 8.33 0.096
H 18.21 21.33 8.19 0.048
C 20.18 23.66 11.49 -0.647
O 19.32 24.47 11.17 -0.006
N 20.09 22.69 12.44 0.167
N 21.25 23.44 10.67 0.159
H 19.40 22.88 13.14 0.114
H 20.64 21.85 12.43 0.101
H 21.83 22.62 10.75 0.092
H 21.35 24.07 9.89 0.053
```



Density functional theory data (the ωB97M-V functional and the def2-TZVPD basis) for a 21-piece molecular cluster, H42O21 overall at a distorted geometry.

Results
Highest occupied orbital energy, eV: -10.478

Structure (XYZ):
```
63
Properties=species:S:1:pos:R:3:lowdin_charge:R:1
O 0.33 1.48 4.74 -0.075
H -0.09 0.65 5.00 0.022
H -0.47 1.93 4.42 0.001
O -3.73 -1.27 -2.56 -0.057
H -3.26 -1.21 -3.41 0.014
H -3.39 -0.58 -1.99 -0.006
O -4.15 -0.77 0.45 -0.052
H -4.42 -0.32 -0.36 0.031
H -4.14 -1.63 0.01 0.067
O 0.33 -1.68 3.93 -0.055
H 0.35 -2.61 3.67 0.086
H -0.50 -1.42 3.50 0.039
O -1.96 -0.24 1.70 -0.060
H -2.50 0.54 1.51 0.012
H -2.65 -0.91 1.73 0.039
O 0.79 3.81 -2.29 -0.038
H 0.60 3.89 -1.35 0.014
H 1.74 3.78 -2.35 0.025
O 2.97 0.13 -0.13 -0.042
H 2.78 -0.36 0.67 0.043
H 2.66 1.03 0.04 0.038
O 0.81 -1.09 1.47 -0.063
H 0.89 -0.35 0.86 0.056
H 0.22 -0.77 2.19 0.046
O -1.85 -0.39 -4.79 -0.039
H -1.08 -0.33 -4.21 0.037
H -1.78 0.47 -5.22 0.052
O 2.59 2.26 -4.45 -0.055
H 2.81 1.32 -4.35 0.026
H 1.72 2.19 -4.04 0.015
O -0.19 4.94 1.42 -0.022
H -0.12 5.12 0.49 0.030
H 0.62 4.65 1.80 -0.001
O 0.67 -4.18 -2.57 -0.060
H -0.22 -4.57 -2.60 0.057
H 1.01 -4.95 -2.06 0.031
O -1.61 -2.25 -1.16 -0.076
H -0.70 -2.60 -1.05 -0.027
H -1.80 -1.52 -0.58 -0.012
O -3.42 1.96 0.09 -0.041
H -3.14 2.88 0.03 0.055
H -3.96 1.86 -0.70 0.048
O 2.91 -1.62 3.22 -0.071
H 2.07 -1.14 3.18 -0.021
H 3.02 -1.81 4.16 0.040
O 2.25 -0.27 -2.50 -0.052
H 2.80 0.48 -2.28 0.022
H 2.35 -0.86 -1.76 0.000
O 2.25 -5.14 -0.11 -0.073
H 3.07 -4.76 -0.45 0.039
H 1.65 -4.37 -0.13 -0.012
O 0.71 -2.83 -0.38 -0.088
H 0.66 -2.28 0.45 0.040
H 1.45 -2.50 -0.89 0.054
O -0.20 1.11 -1.59 -0.036
H -0.18 0.26 -2.03 0.013
H 0.55 1.18 -1.03 -0.011
O -1.85 2.46 3.15 -0.036
H -1.44 3.13 2.59 0.028
H -1.87 1.55 2.85 0.009
O 2.16 2.88 1.65 -0.050
H 1.78 2.92 2.54 0.044
H 3.09 2.72 1.86 0.059
```



Density functional theory data (the ωB97M-V functional and the def2-TZVPD basis) for an isolated ion of composition C4H9N2S and charge +1 at a distorted geometry.

Results
Total charge: +1
Highest occupied orbital energy, eV: -13.144

Structure (XYZ):
```
16
Properties=species:S:1:pos:R:3:lowdin_charge:R:1
C -0.57 -1.04 1.22 -0.121
C -0.33 0.40 0.79 -0.226
C 0.98 1.78 -0.79 -0.060
C -0.62 -2.09 -1.06 -0.269
N -1.10 -1.73 0.08 -0.245
N 0.78 0.42 -0.15 -0.122
S -2.15 -1.35 -1.38 1.044
H 0.33 -1.49 1.35 0.109
H -1.23 -0.96 2.05 0.139
H -1.14 0.81 0.31 0.070
H -0.17 1.17 1.58 0.156
H 0.15 2.44 -0.33 0.112
H 1.08 1.72 -1.91 0.095
H 1.92 2.05 -0.41 0.061
H 1.70 0.19 0.16 0.096
H 0.39 -2.31 -1.52 0.162
```